Computed, not measured: a molecular structure, C4H5CuO at a distorted geometry, with ωB97M-V/def2-TZVPD.

Last column: Mulliken charge in e.
Element x y z (Å)
H -2.840 -1.614 0.395  -0.15
C 1.878 -1.349 -0.022  -0.17
C 1.378 -0.310 0.676  -0.88
C 0.670 0.927 0.085  -0.28
C -0.790 0.681 0.229  0.00
O -1.620 0.655 -0.647  -0.23
H 1.721 -1.171 -1.112  0.04
H 1.474 -0.239 1.771  0.17
H 0.914 1.048 -0.983  0.27
H 0.939 1.843 0.631  0.22
Cu -3.725 -0.473 -1.022  -0.01

Forces on atoms 1 to 2 (eV/Å):
-1.40 0.85 -1.46
0.01 0.43 0.21

Computed properties:
Net charge: -1
Kohn-Sham gap (alpha / beta) in eV: 4.132 / 4.119
⟨S²⟩: 0.75
Multiplicity: 2
LUMO level (alpha / beta) in eV: 1.983 / 1.980
HOMO energy (alpha / beta) in eV: -2.15 / -2.14